Here is a molecular structure, C21H43GaN2OP3 at a distorted geometry from the Open Molecules 2025 dataset. Energies are from ωB97M-V/def2-TZVPD.

```
71
Properties=species:S:1:pos:R:3
Ga 1.486 -0.931 -1.261
P 2.090 1.135 -0.047
P -0.026 -1.542 2.789
P -1.837 1.566 1.537
H 0.554 -1.795 -3.845
C 0.721 -0.902 -3.184
C 2.110 -0.458 -3.051
H 2.835 -1.021 -3.717
C 3.910 1.492 -0.252
C 2.012 1.098 1.812
C 1.510 2.922 -0.241
C -1.159 -2.936 2.260
C 1.407 -2.562 3.274
C -0.742 -1.237 4.480
C -2.931 2.923 0.818
C -2.162 2.216 3.237
C -3.140 0.265 1.487
H -0.110 -0.196 -3.295
H 2.309 0.608 -2.927
H 4.199 1.260 -1.277
H 4.496 0.912 0.465
H 4.087 2.567 -0.084
H 2.478 0.169 2.195
H 0.959 1.170 2.158
H 2.566 1.984 2.204
H 1.521 3.161 -1.327
H 2.270 3.561 0.273
H 0.493 3.064 0.212
H -1.237 -3.656 3.106
H -0.701 -3.446 1.379
H -2.172 -2.540 2.004
H 1.049 -3.417 3.865
H 2.061 -1.920 3.890
H 1.937 -2.931 2.377
H -0.970 -2.219 4.943
H -1.675 -0.648 4.403
H 0.040 -0.698 5.038
H -3.454 3.359 1.735
H -3.783 2.578 0.100
H -2.230 3.684 0.388
H -2.977 2.935 3.186
H -1.286 2.778 3.572
H -2.468 1.441 3.938
H -4.100 0.778 1.526
H -3.082 -0.430 2.332
H -3.094 -0.259 0.523
C -1.847 2.413 -2.591
C -2.635 1.281 -2.791
C -3.853 1.366 -3.510
C -4.346 2.608 -4.023
C -3.479 3.748 -3.989
C -2.253 3.552 -3.347
O -0.861 2.371 -1.641
H 0.133 1.758 -1.707
H -2.266 0.335 -2.387
H -4.409 0.442 -3.715
H -5.441 2.669 -4.260
H -3.898 4.661 -4.387
H -1.583 4.360 -3.495
C 1.506 -4.298 -2.283
C 2.322 -3.845 -1.136
N 2.264 -2.588 -0.602
C 3.339 -2.469 0.249
C 4.067 -3.612 0.315
N 3.380 -4.486 -0.583
H 1.521 -5.415 -2.351
H 0.457 -3.993 -2.122
H 1.907 -3.849 -3.230
H 3.478 -1.544 0.739
H 4.988 -3.899 0.758
H 3.745 -5.445 -0.913
```

M, Da: 502.233
Energy above the lowest of the compared OMol25 structures with the same formula, charge and spin, kJ/mol: 598.3
Energy, eV: -107713.0786
Net charge: +3

Charges per atom according to Mulliken partitioning, unit e:
1 Ga -0.54
2 P 0.69
3 P 0.73
4 P 0.84
5 H 0.37
6 C -0.29
7 C -0.59
8 H 0.40
9 C -1.24
10 C -0.77
11 C -1.33
12 C -1.19
13 C -1.07
14 C -1.21
15 C -1.21
16 C -1.16
17 C -1.30
18 H 0.32
19 H 0.51
20 H 0.41
21 H 0.42
22 H 0.46
23 H 0.34
24 H -0.15
25 H 0.51
26 H 0.51
27 H 0.66
28 H 0.18
29 H 0.44
30 H 0.28
31 H 0.33
32 H 0.50
33 H 0.41
34 H 0.13
35 H 0.45
36 H 0.28
37 H 0.39
38 H 0.52
39 H 0.33
40 H 0.31
41 H 0.45
42 H 0.39
43 H 0.30
44 H 0.54
45 H 0.32
46 H 0.31
47 C 0.22
48 C 0.42
49 C -0.81
50 C -0.44
51 C -0.63
52 C -0.56
53 O -0.15
54 H -0.07
55 H 0.31
56 H 0.37
57 H 0.37
58 H 0.44
59 H 0.43
60 C -1.20
61 C 0.49
62 N 0.92
63 C -0.79
64 C -0.73
65 N -0.09
66 H 0.46
67 H 0.32
68 H 0.24
69 H 0.70
70 H 0.46
71 H 0.33

***

Here is a molecular structure, C25H31CsN7S4 from the Open Molecules 2025 dataset. Energies are from ωB97M-V/def2-TZVPD.

```
68
Properties=species:S:1:pos:R:3
Cs 0.193 -0.155 -0.393
C -0.924 3.803 -0.691
C -0.720 3.780 0.798
N 0.263 4.395 1.301
C 0.501 4.430 2.745
C 0.853 3.100 3.440
N 1.643 2.205 2.606
C 2.565 1.356 3.355
C 1.942 0.401 4.397
N 2.375 -0.983 4.193
C 1.856 -1.660 3.005
C 0.351 -1.877 2.912
N -0.328 -0.619 2.631
C -1.590 -0.520 2.683
C -2.554 -1.608 3.060
C -2.143 0.849 2.403
C -3.406 1.244 2.828
C -3.808 2.551 2.608
C -2.954 3.429 1.960
C -1.714 2.947 1.560
N -1.325 1.699 1.781
H -0.185 4.453 -1.153
H -1.933 4.145 -0.934
H -0.825 2.797 -1.107
H -0.365 4.869 3.255
H 1.336 5.118 2.883
H -0.061 2.618 3.806
H 1.440 3.360 4.327
H 0.982 1.609 2.113
H 3.294 2.009 3.843
H 3.131 0.762 2.635
H 0.853 0.517 4.366
H 2.267 0.685 5.402
H 2.143 -1.530 5.013
H 2.348 -2.632 2.933
H 2.163 -1.100 2.119
H -0.024 -2.338 3.836
H 0.165 -2.581 2.091
H -2.119 -2.583 2.861
H -3.462 -1.521 2.465
H -2.809 -1.537 4.123
H -4.070 0.544 3.316
H -4.787 2.880 2.934
H -3.240 4.454 1.760
S 1.433 -3.239 -0.602
S -0.431 -3.358 -1.516
S -1.949 -2.994 -0.118
S -2.955 -1.213 -0.509
C 4.004 3.793 -1.234
C 4.707 3.355 -2.343
C 4.270 2.222 -3.009
C 3.133 1.569 -2.544
N 2.450 1.994 -1.478
C 2.882 3.078 -0.838
C 2.628 0.326 -3.192
C 3.497 -0.698 -3.540
C 2.966 -1.886 -4.021
C 1.597 -1.998 -4.152
C 0.809 -0.907 -3.811
N 1.303 0.232 -3.338
H 4.309 4.669 -0.678
H 5.584 3.888 -2.689
H 4.785 1.851 -3.885
H 2.311 3.380 0.035
H 4.561 -0.589 -3.373
H 3.614 -2.724 -4.243
H 1.131 -2.923 -4.462
H -0.271 -0.974 -3.879
```

M, Da: 690.745
Energy above the lowest of the compared OMol25 structures with the same formula, charge and spin, kJ/mol: 0.0
Energy, eV: -80750.6679
Net charge: -1

Charges per atom according to Mulliken partitioning, unit e:
1 Cs 0.58
2 C -1.56
3 C 0.60
4 N -0.54
5 C -1.19
6 C -0.54
7 N -0.08
8 C -1.22
9 C -0.20
10 N -0.41
11 C -0.68
12 C -0.92
13 N 0.15
14 C 0.50
15 C -2.24
16 C 0.41
17 C -0.82
18 C -0.77
19 C -0.42
20 C 0.21
21 N 0.71
22 H 0.39
23 H 0.40
24 H 0.27
25 H 0.41
26 H 0.45
27 H 0.20
28 H 0.76
29 H 0.06
30 H 0.46
31 H 0.57
32 H 0.21
33 H 0.40
34 H 0.30
35 H 0.45
36 H 0.00
37 H 0.38
38 H 0.37
39 H 0.47
40 H 0.50
41 H 0.35
42 H 0.49
43 H 0.41
44 H 0.52
45 S -0.52
46 S -0.17
47 S -0.16
48 S -0.54
49 C -0.97
50 C -0.45
51 C -0.75
52 C 0.36
53 N 0.25
54 C -0.05
55 C 0.56
56 C -0.87
57 C -0.37
58 C -0.39
59 C -0.18
60 N -0.43
61 H 0.44
62 H 0.39
63 H 0.47
64 H 0.39
65 H 0.40
66 H 0.39
67 H 0.35
68 H 0.40

***

Here is a molecular structure, C11H20IN3OSTc at a distorted geometry from the Open Molecules 2025 dataset. Energies are from ωB97M-V/def2-TZVPD.

```
38
Properties=species:S:1:pos:R:3
Tc -0.406 1.058 0.635
N -1.511 2.028 2.171
C -1.305 1.452 3.524
C 0.189 1.217 3.662
N 0.620 0.439 2.471
H -1.151 2.996 2.206
H -2.521 2.172 2.045
H -1.859 0.511 3.589
H -1.675 2.120 4.313
H 0.401 0.668 4.588
H 0.737 2.163 3.712
H 0.466 -0.557 2.674
H 1.638 0.533 2.386
O 0.744 0.839 -1.020
S 1.310 1.344 -2.380
C 3.147 1.331 -2.154
C 3.735 0.205 -2.981
C 2.673 -0.831 -3.262
C 1.361 -0.129 -3.488
H 3.362 1.217 -1.089
H 3.517 2.314 -2.461
H 4.619 -0.234 -2.495
H 4.161 0.593 -3.927
H 2.607 -1.555 -2.430
H 2.934 -1.446 -4.137
H 0.483 -0.762 -3.366
H 1.334 0.321 -4.486
I 0.761 -2.308 0.026
C -1.315 -1.867 0.140
C -2.202 -2.902 -0.112
C -3.569 -2.669 -0.018
C -3.995 -1.381 0.286
C -3.043 -0.393 0.485
N -1.715 -0.613 0.434
H -1.829 -3.881 -0.381
H -4.276 -3.473 -0.198
H -5.048 -1.139 0.362
H -3.377 0.620 0.675
```

M, Da: 467.272
⟨S²⟩: 3.777
Energy above the lowest of the compared OMol25 structures with the same formula, charge and spin, kJ/mol: 140.3
2S+1: 4
Energy, eV: -39336.3732
Net charge: +4

Charges per atom according to Mulliken partitioning, unit e:
1 Tc 1.10
2 N -0.35
3 C -0.33
4 C -0.69
5 N -0.28
6 H 0.40
7 H 0.32
8 H 0.32
9 H 0.43
10 H 0.38
11 H 0.37
12 H 0.27
13 H 0.32
14 O -0.55
15 S 0.33
16 C -0.46
17 C -0.71
18 C -0.17
19 C -0.64
20 H 0.29
21 H 0.42
22 H 0.38
23 H 0.35
24 H -0.08
25 H 0.40
26 H 0.40
27 H 0.43
28 I 0.70
29 C 0.25
30 C -0.39
31 C -0.38
32 C -0.75
33 C 0.03
34 N 0.03
35 H 0.46
36 H 0.50
37 H 0.47
38 H 0.45

***

Here is a molecular structure, C17H24BN3O9Pb2 at a distorted geometry from the Open Molecules 2025 dataset. Energies are from ωB97M-V/def2-TZVPD.

```
56
Properties=species:S:1:pos:R:3
Pb -23.121 3.231 18.675
Pb -20.929 5.541 21.293
O -23.641 -1.231 10.721
C -23.967 -0.531 11.712
O -23.224 -0.031 12.661
B -24.026 0.692 13.681
O -25.347 0.717 13.090
C -25.397 0.020 11.892
O -26.401 -0.187 11.184
O -23.397 1.950 14.123
C -23.273 1.951 15.433
O -22.722 2.749 16.151
C -23.685 0.575 15.903
O -24.027 -0.144 14.870
O -23.699 0.206 17.059
C -20.559 5.152 17.423
O -21.438 5.207 18.608
H -19.624 4.603 17.533
H -21.123 4.536 16.723
H -20.332 6.139 17.018
C -22.550 8.926 17.318
C -23.908 9.411 18.043
C -23.758 9.697 19.550
C -23.052 8.570 20.289
N -22.423 7.754 20.779
H -22.146 8.086 17.883
H -21.800 9.696 17.135
H -22.790 8.465 16.360
H -24.542 8.526 17.997
H -24.423 10.191 17.482
H -24.709 9.897 20.043
H -23.085 10.546 19.671
C -19.655 8.007 15.083
C -19.805 7.194 13.808
C -18.524 7.313 12.981
C -18.900 7.121 11.521
N -19.233 6.931 10.429
H -18.924 7.732 15.843
H -20.602 7.737 15.550
H -19.678 9.070 14.841
H -20.600 7.547 13.152
H -20.012 6.165 14.099
H -17.685 6.746 13.384
H -18.227 8.361 13.037
C -15.043 3.795 19.729
C -15.961 3.137 18.822
C -17.210 4.008 18.455
C -17.907 4.481 19.694
N -18.476 4.803 20.624
H -14.557 4.602 19.182
H -14.139 3.241 19.980
H -15.568 4.105 20.633
H -16.302 2.137 19.092
H -15.363 2.992 17.923
H -17.870 3.484 17.764
H -16.812 4.849 17.887
```

M, Da: 839.603
Energy above the lowest of the compared OMol25 structures with the same formula, charge and spin, kJ/mol: 413.3
Energy, eV: -52071.1761
Net charge: +2

Charges per atom according to Mulliken partitioning, unit e:
1 Pb 1.42
2 Pb 1.50
3 O -0.57
4 C 0.57
5 O -0.46
6 B 0.90
7 O -0.44
8 C 0.59
9 O -0.54
10 O -0.32
11 C 0.51
12 O -0.56
13 C 0.67
14 O -0.48
15 O -0.62
16 C 0.07
17 O -0.64
18 H -0.06
19 H 0.22
20 H -0.09
21 C -0.77
22 C -0.61
23 C -0.48
24 C 0.18
25 N -0.33
26 H 0.05
27 H 0.36
28 H 0.37
29 H 0.27
30 H 0.41
31 H 0.38
32 H 0.29
33 C -0.67
34 C -0.37
35 C -0.45
36 C 0.09
37 N -0.36
38 H 0.29
39 H -0.20
40 H 0.47
41 H 0.36
42 H 0.23
43 H 0.37
44 H 0.29
45 C -1.17
46 C -0.63
47 C -0.42
48 C 0.48
49 N -0.50
50 H 0.30
51 H 0.36
52 H 0.34
53 H 0.37
54 H 0.35
55 H 0.36
56 H 0.33

***

Here is 2 unconnected molecules or ions with the total composition C3H12N3O at a distorted geometry from the Open Molecules 2025 dataset. Energies are from ωB97M-V/def2-TZVPD.

```
19
Properties=species:S:1:pos:R:3
C -1.400 1.899 -1.933
O -1.020 0.530 -2.053
H -1.706 -0.042 -2.313
H -0.691 2.613 -1.383
H -2.403 1.998 -1.338
H -1.357 2.073 -3.043
C -1.004 0.092 0.929
C 1.261 -0.951 0.858
N 2.597 -0.930 0.476
N 0.425 -0.080 0.348
N 0.927 -1.745 1.839
H 3.120 -1.804 0.198
H 3.218 -0.116 0.735
H 0.568 0.168 -0.633
H -0.079 -2.060 2.008
H 1.611 -2.181 2.380
H -1.132 0.192 2.017
H -1.534 -0.707 0.475
H -1.400 1.050 0.434
```

M, Da: 106.149
Energy above the lowest of the compared OMol25 structures with the same formula, charge and spin, kJ/mol: 250.9
Energy, eV: -9816.2131
Net charge: +1

Charges per atom according to Mulliken partitioning, unit e:
1 C -0.63
2 O -0.50
3 H 0.29
4 H 0.29
5 H 0.29
6 H 0.29
7 C -0.87
8 C 0.50
9 N -0.49
10 N -0.09
11 N -0.31
12 H 0.27
13 H 0.25
14 H 0.27
15 H 0.26
16 H 0.24
17 H 0.39
18 H 0.44
19 H 0.12